# 1
Formula: C3H28N2O13
Source: the OMol25 dataset
Level of theory: the ωB97M-V functional and the def2-TZVPD basis

Each line ends with the natural charge from an NBO analysis.
CARTESIAN COORDINATES (ANGSTROEM)
O1 0.27 0.13 -0.77  -0.666
C1 -0.37 -0.88 -0.94  0.731
N1 -1.23 -0.88 -2.05  -0.663
C2 -1.77 -1.98 -2.77  0.560
O2 -2.46 -1.67 -3.72  -0.566
C3 -0.43 -2.00 0.02  -0.363
N2 -0.37 -1.66 1.35  -0.832
H1 -1.35 -0.01 -2.63  0.421
H2 -1.63 -3.04 -2.39  0.156
H3 -0.93 -2.95 -0.20  0.241
H4 0.61 -2.54 -0.15  0.244
H5 -1.21 -1.37 1.78  0.380
H6 0.34 -1.08 1.57  0.366
H7 -3.30 -1.20 0.09  0.493
H8 -4.31 -0.87 -1.20  0.492
O3 -3.97 -1.51 -0.54  -0.993
H9 -2.47 0.96 1.48  0.504
H10 -3.77 0.10 1.43  0.494
O4 -2.78 0.06 1.51  -1.000
H11 0.98 2.63 0.96  0.433
H12 1.00 2.13 2.25  0.481
O5 0.84 2.92 1.84  -0.924
H13 2.70 -2.15 1.34  0.476
H14 3.08 -0.59 1.03  0.508
O6 3.37 -1.51 1.00  -1.006
H15 4.74 0.11 -0.22  0.495
H16 3.75 1.13 -0.96  0.490
O7 4.59 1.09 -0.54  -0.974
H17 -1.51 2.10 2.79  0.495
H18 -1.84 3.52 2.07  0.500
O8 -1.67 2.58 1.91  -0.977
H19 0.85 0.36 4.26  0.485
H20 -0.12 0.08 3.25  0.461
O9 0.59 0.63 3.30  -0.934
H21 1.95 1.78 -2.74  0.455
H22 1.15 0.97 -1.97  0.485
O10 2.08 1.04 -2.25  -0.956
H23 2.04 -3.40 -2.81  0.478
H24 2.10 -2.01 -2.22  0.479
O11 1.55 -2.63 -2.56  -0.951
H25 -2.94 2.77 -1.80  0.461
H26 -2.43 2.44 -0.49  0.474
O12 -3.24 2.25 -1.08  -0.935
H27 1.71 1.39 0.27  0.480
H28 3.27 1.68 0.64  0.505
O13 2.53 1.08 0.88  -0.983

Total charge: 0
Spin multiplicity: 1
Energy in Ha: -1218.64826

# 2
Formula: C34H32N2O7SeTaTe
Source: the OMol25 dataset
Level of theory: the ωB97M-V functional and the def2-TZVPD basis

Each line ends with the Löwdin charge.
CARTESIAN COORDINATES (ANGSTROEM)
Ta1 -2.16 -0.46 -1.15  1.304
O1 -2.31 2.63 2.40  0.184
C1 -2.50 2.12 1.22  -0.440
O2 -2.40 0.93 0.98  0.008
C2 -2.86 3.17 0.19  -0.080
O3 -3.37 2.62 -0.99  -0.153
C3 -4.70 2.10 -0.95  -0.057
C4 -4.46 0.61 -0.93  -0.586
O4 -4.51 -0.09 0.06  0.057
O5 -3.87 0.11 -2.00  -0.243
H1 -1.95 1.96 3.02  0.106
H2 -1.92 3.66 -0.08  0.156
H3 -3.52 3.92 0.64  0.154
H4 -5.22 2.44 -1.85  0.148
H5 -5.25 2.40 -0.05  0.150
Se1 -1.91 -2.63 -2.23  0.818
C5 -3.24 -3.80 -1.47  -0.561
C6 -3.14 -5.13 -1.89  -0.132
C7 -4.06 -6.06 -1.42  -0.070
C8 -5.07 -5.67 -0.55  -0.070
C9 -5.15 -4.35 -0.14  -0.065
C10 -4.24 -3.41 -0.60  -0.117
H6 -2.36 -5.43 -2.57  0.099
H7 -3.99 -7.08 -1.75  0.111
H8 -5.78 -6.39 -0.19  0.109
H9 -5.93 -4.04 0.54  0.112
H10 -4.33 -2.39 -0.26  0.069
O6 -1.12 -2.73 0.89  0.054
C11 -0.42 -1.74 0.98  -0.556
N1 0.54 -1.47 1.89  0.177
C12 1.04 -0.12 1.84  -0.260
C13 0.26 0.40 0.61  -0.427
O7 0.31 1.54 0.19  0.071
N2 -0.55 -0.61 0.14  -0.069
C14 2.55 -0.07 1.69  -0.147
C15 3.19 0.42 0.56  -0.001
C16 4.58 0.41 0.49  -0.051
C17 5.33 -0.10 1.54  -0.066
C18 4.69 -0.58 2.68  -0.061
C19 3.31 -0.56 2.75  -0.027
C20 0.54 0.73 3.02  -0.148
C21 -0.45 0.27 3.87  -0.032
C22 -0.92 1.08 4.90  -0.085
C23 -0.40 2.35 5.08  -0.077
C24 0.59 2.81 4.22  -0.051
C25 1.06 2.01 3.20  -0.006
H11 0.81 -2.16 2.58  0.172
H12 2.62 0.83 -0.26  0.096
H13 5.07 0.80 -0.39  0.088
H14 6.41 -0.11 1.48  0.109
H15 5.27 -0.97 3.50  0.110
H16 2.82 -0.91 3.65  0.122
H17 -0.88 -0.71 3.73  0.121
H18 -1.69 0.71 5.57  0.115
H19 -0.75 2.98 5.88  0.113
H20 1.00 3.81 4.35  0.114
H21 1.83 2.37 2.53  0.130
C26 5.47 0.81 -3.04  -0.048
C27 3.98 0.82 -2.93  -0.273
C28 3.26 -0.36 -2.93  -0.007
C29 1.87 -0.39 -2.89  -0.305
C30 1.16 -1.71 -2.94  -0.118
C31 1.19 0.83 -2.84  -0.463
Te1 -0.92 0.98 -2.96  1.227
C32 1.88 2.05 -2.82  -0.325
C33 1.20 3.39 -2.76  -0.093
C34 3.27 2.02 -2.86  -0.004
H22 5.89 -0.14 -2.71  0.084
H23 5.92 1.61 -2.45  0.081
H24 5.78 0.97 -4.08  0.092
H25 3.79 -1.31 -2.98  0.126
H26 1.87 -2.51 -3.16  0.089
H27 0.40 -1.72 -3.72  0.043
H28 0.68 -1.95 -1.99  0.011
H29 0.61 3.48 -1.84  0.065
H30 0.53 3.55 -3.60  0.066
H31 1.94 4.19 -2.76  0.084
H32 3.82 2.95 -2.86  0.126

Total charge: +1
Spin multiplicity: 1
Energy in Ha: -4677.39242

# 3
Formula: C4H12
Source: the OMol25 dataset
Level of theory: the ωB97M-V functional and the def2-TZVPD basis

Each line ends with the Löwdin spin population.
CARTESIAN COORDINATES (ANGSTROEM)
C1 1.31 1.21 0.58  0.227
C2 -0.01 1.76 1.02  0.142
H1 1.61 0.21 0.21  0.060
H2 1.71 1.86 -0.22  0.003
H3 2.11 1.31 1.34  0.097
H4 0.31 2.67 1.61  0.069
H5 -0.80 1.15 1.43  0.005
H6 -0.29 2.40 0.15  0.037
C3 -1.44 -1.67 -0.49  0.061
C4 -0.06 -1.47 -1.08  0.155
H7 -1.80 -0.64 -0.19  0.025
H8 -2.04 -2.20 -1.24  0.024
H9 -1.51 -2.24 0.44  0.000
H10 0.45 -2.45 -1.13  0.037
H11 0.63 -0.94 -0.39  0.057
H12 -0.19 -0.97 -2.04  0.002

Total charge: +1
Spin multiplicity: 2
Energy in Ha: -159.13816

# 4
Formula: C42H63ClCsIN8O4SSe
Source: the OMol25 dataset
Level of theory: the ωB97M-V functional and the def2-TZVPD basis

Each line ends with the Löwdin charge.
CARTESIAN COORDINATES (ANGSTROEM)
Cs1 -1.67 -1.10 3.31  1.129
C1 -0.21 -2.73 -4.71  -0.046
C2 0.89 -2.07 -3.87  -0.556
C3 1.14 -0.64 -4.39  -0.036
C4 2.17 -2.88 -4.01  -0.073
C5 0.42 -1.97 -2.42  -0.154
C6 -0.73 -1.26 -2.11  -0.020
C7 -1.11 -1.14 -0.79  -0.150
N1 -0.43 -1.65 0.23  0.097
C8 0.67 -2.34 -0.05  -0.203
C9 1.12 -2.53 -1.35  0.041
C10 1.47 -2.81 1.14  -0.200
C11 2.56 -3.66 1.00  0.038
C12 3.32 -4.01 2.11  -0.160
C13 2.92 -3.48 3.34  0.001
C14 1.80 -2.67 3.39  -0.121
N2 1.09 -2.34 2.32  0.065
C15 4.55 -4.91 2.03  -0.560
C16 4.32 -6.15 2.91  -0.048
C17 5.77 -4.14 2.55  -0.045
C18 4.84 -5.38 0.61  -0.073
H1 0.10 -2.79 -5.75  0.081
H2 -1.14 -2.16 -4.67  0.081
H3 -0.41 -3.74 -4.35  0.088
H4 1.47 -0.68 -5.43  0.083
H5 1.92 -0.15 -3.80  0.093
H6 0.25 -0.03 -4.33  0.081
H7 2.46 -2.91 -5.07  0.081
H8 2.04 -3.91 -3.67  0.084
H9 3.00 -2.43 -3.46  0.085
H10 -1.31 -0.74 -2.87  0.093
H11 -2.00 -0.56 -0.54  0.059
H12 2.03 -3.08 -1.53  0.088
H13 2.82 -4.05 0.03  0.089
H14 3.45 -3.69 4.26  0.115
H15 1.48 -2.28 4.35  0.072
H16 4.14 -5.87 3.95  0.080
H17 5.20 -6.80 2.88  0.081
H18 3.46 -6.71 2.56  0.090
H19 5.64 -3.82 3.58  0.082
H20 5.95 -3.24 1.95  0.092
H21 6.66 -4.77 2.50  0.081
H22 4.01 -5.96 0.20  0.085
H23 5.73 -6.01 0.61  0.081
H24 5.03 -4.54 -0.06  0.086
O1 -2.70 1.05 1.46  -0.198
H25 -2.05 1.73 1.67  -0.005
H26 -2.85 1.20 0.51  -0.046
N3 2.09 0.61 4.64  0.129
C19 2.20 -0.19 5.48  -0.413
N4 2.23 -1.19 6.32  0.013
C20 3.03 -1.17 7.36  -0.467
N5 3.70 -1.26 8.30  0.034
N6 -5.25 -2.80 4.84  0.164
C21 -4.70 -1.57 4.65  -0.748
O2 -3.72 -1.17 5.26  -0.152
C22 -5.40 -0.70 3.63  -0.554
I1 -6.90 0.46 4.62  0.770
H27 -4.65 -3.39 5.39  0.112
H28 -5.59 -3.25 3.98  0.067
H29 -5.92 -1.27 2.87  0.039
H30 -4.71 0.02 3.20  0.032
C23 -3.55 3.16 -7.50  -0.076
C24 -3.10 2.93 -6.08  -0.300
C25 -3.77 2.06 -5.24  -0.039
C26 -3.37 1.84 -3.92  -0.313
C27 -4.17 0.89 -3.07  -0.095
C28 -2.26 2.51 -3.40  -0.565
Se1 -1.68 2.22 -1.61  0.724
C29 -1.56 3.40 -4.25  -0.316
C30 -0.36 4.14 -3.75  -0.109
C31 -1.99 3.59 -5.56  -0.042
H31 -4.38 2.50 -7.75  0.064
H32 -2.74 2.96 -8.21  0.069
H33 -3.87 4.19 -7.66  0.070
H34 -4.64 1.52 -5.61  0.103
H35 -5.00 0.46 -3.64  0.068
H36 -4.56 1.38 -2.18  0.069
H37 -3.54 0.07 -2.70  0.050
H38 0.39 3.45 -3.35  0.056
H39 -0.62 4.80 -2.92  0.052
H40 0.09 4.73 -4.56  0.067
H41 -1.43 4.28 -6.19  0.106
C32 3.51 3.27 2.22  -0.108
C33 3.44 2.35 1.01  -0.251
C34 2.61 1.08 1.21  -0.196
C35 1.10 1.29 1.19  -0.174
N7 0.64 2.00 2.38  -0.003
C36 -0.18 3.07 2.47  -0.891
S1 -0.57 3.71 3.98  0.563
N8 -0.67 3.56 1.31  -0.029
C37 -1.54 4.72 1.23  -0.237
C38 -0.78 6.04 1.18  -0.207
C39 -0.10 6.35 -0.15  -0.261
C40 1.07 5.44 -0.52  -0.117
H42 4.21 4.10 2.04  0.062
H43 3.85 2.72 3.10  0.070
H44 2.54 3.70 2.47  0.053
H45 4.46 2.05 0.74  0.095
H46 3.05 2.90 0.15  0.096
H47 2.88 0.60 2.16  0.089
H48 2.84 0.37 0.41  0.106
H49 0.60 0.33 1.14  0.082
H50 0.83 1.83 0.28  0.087
H51 1.01 1.65 3.27  0.040
H52 -0.55 3.05 0.45  -0.019
H53 -2.21 4.70 2.09  0.082
H54 -2.14 4.59 0.32  0.090
H55 -0.05 6.04 2.00  0.096
H56 -1.50 6.84 1.40  0.105
H57 0.25 7.39 -0.12  0.095
H58 -0.85 6.31 -0.95  0.096
H59 1.79 5.38 0.30  0.068
H60 1.59 5.82 -1.40  0.067
H61 0.74 4.43 -0.75  0.038
Cl1 -5.95 -2.48 -0.53  0.517
C41 -4.38 -2.90 0.24  -0.482
C42 -4.47 -3.22 1.74  -0.771
O3 -5.50 -3.79 2.17  -0.063
O4 -3.46 -2.87 2.39  -0.279
H62 -3.70 -2.07 0.07  0.044
H63 -4.00 -3.78 -0.28  0.074

Total charge: -2
Spin multiplicity: 1
Energy in Ha: -5955.15809

# 5
Formula: C56H48FeN3O3SSi2
Source: the OMol25 dataset
Level of theory: the ωB97M-V functional and the def2-TZVPD basis

Each line ends with the Löwdin spin population.
CARTESIAN COORDINATES (ANGSTROEM)
Fe1 -0.64 -0.80 0.44  1.557
O1 -1.62 -0.56 3.94  -0.001
C1 -1.99 -0.99 2.88  -0.003
N1 -1.25 -1.82 2.02  -0.026
C2 -1.81 -3.02 1.80  0.002
O2 -2.64 -3.58 2.50  0.002
C3 -1.41 -3.64 0.49  -0.004
C4 -1.50 -4.99 0.24  0.001
C5 -1.20 -5.45 -1.03  -0.004
C6 -0.84 -4.53 -2.01  0.001
C7 -0.76 -3.19 -1.67  -0.005
N2 -1.04 -2.76 -0.44  -0.014
C8 -3.35 -0.64 2.31  -0.001
C9 -4.43 -0.43 3.14  0.000
C10 -5.67 -0.20 2.57  0.000
C11 -5.77 -0.20 1.18  0.000
C12 -4.62 -0.41 0.44  0.000
N3 -3.42 -0.62 0.97  0.001
H1 -1.82 -5.65 1.04  0.000
H2 -1.25 -6.50 -1.27  0.000
H3 -0.60 -4.84 -3.02  0.000
H4 -0.47 -2.44 -2.39  0.000
H5 -4.28 -0.46 4.21  0.000
H6 -6.54 -0.04 3.18  0.000
H7 -6.71 -0.05 0.69  0.000
H8 -4.68 -0.42 -0.65  0.000
C13 4.16 2.30 -1.37  -0.007
C14 3.49 1.44 -2.23  0.001
C15 2.77 0.38 -1.70  -0.007
C16 2.71 0.13 -0.33  -0.021
C17 3.40 1.01 0.51  -0.008
C18 4.10 2.09 -0.01  0.000
Si1 1.75 -1.36 0.32  -0.174
C19 2.24 -2.86 -0.75  -0.032
C20 1.84 -4.12 -0.28  -0.009
C21 2.21 -5.29 -0.91  0.001
C22 3.00 -5.25 -2.05  -0.007
C23 3.43 -4.02 -2.53  0.000
C24 3.06 -2.85 -1.89  -0.009
C25 2.54 -1.94 1.95  -0.025
C26 3.93 -1.90 2.05  -0.006
C27 4.58 -2.40 3.16  -0.001
C28 3.86 -2.98 4.19  0.000
C29 2.48 -3.06 4.10  0.000
C30 1.82 -2.54 2.99  -0.002
H9 4.73 3.13 -1.78  0.000
H10 3.53 1.59 -3.30  0.000
H11 2.23 -0.27 -2.38  0.000
H12 3.37 0.87 1.58  0.000
H13 4.61 2.77 0.67  0.000
H14 1.24 -4.18 0.62  -0.001
H15 1.89 -6.25 -0.51  0.000
H16 3.29 -6.16 -2.55  0.000
H17 4.08 -3.98 -3.40  0.000
H18 3.45 -1.91 -2.26  -0.001
H19 4.52 -1.47 1.25  0.000
H20 5.66 -2.35 3.22  0.000
H21 4.37 -3.37 5.07  0.000
H22 1.90 -3.51 4.90  0.000
H23 0.74 -2.58 2.95  0.000
C31 0.03 1.54 -7.80  0.000
C32 -0.51 1.15 -6.46  0.000
C33 0.32 1.09 -5.34  0.000
C34 -0.18 0.74 -4.09  0.000
C35 -1.52 0.44 -3.97  0.000
C36 -2.37 0.47 -5.07  0.000
C37 -1.86 0.83 -6.30  0.000
S1 -2.18 0.03 -2.37  -0.001
C38 -2.81 1.65 -1.95  -0.001
O3 -0.95 -0.22 -1.52  -0.004
H24 1.11 1.65 -7.78  0.000
H25 -0.40 2.49 -8.13  0.000
H26 -0.23 0.79 -8.56  0.000
H27 1.37 1.33 -5.45  0.000
H28 0.46 0.70 -3.22  0.000
H29 -3.42 0.20 -4.96  0.000
H30 -2.52 0.85 -7.16  0.000
H31 -2.02 2.39 -2.06  0.000
H32 -3.15 1.59 -0.92  -0.001
H33 -3.65 1.85 -2.62  0.000
C39 0.22 4.88 -1.89  -0.001
C40 0.57 3.56 -2.14  0.000
C41 0.33 2.59 -1.18  -0.002
C42 -0.26 2.90 0.05  -0.018
C43 -0.61 4.24 0.27  -0.004
C44 -0.37 5.22 -0.68  -0.001
Si2 -0.53 1.59 1.39  -0.104
C45 0.93 1.71 2.57  -0.010
C46 1.35 0.62 3.33  0.000
C47 2.43 0.71 4.20  0.000
C48 3.10 1.91 4.34  0.000
C49 2.69 3.02 3.61  0.000
C50 1.62 2.92 2.74  -0.003
C51 -2.01 2.24 2.37  -0.020
C52 -1.98 2.25 3.77  -0.007
C53 -3.05 2.74 4.51  0.000
C54 -4.17 3.24 3.87  -0.007
C55 -4.23 3.24 2.48  0.000
C56 -3.16 2.75 1.75  -0.007
H34 0.41 5.65 -2.64  0.000
H35 1.04 3.29 -3.08  0.000
H36 0.59 1.57 -1.39  0.000
H37 -1.08 4.52 1.21  0.000
H38 -0.65 6.25 -0.48  0.000
H39 0.82 -0.32 3.25  0.001
H40 2.74 -0.16 4.76  0.000
H41 3.95 1.99 5.01  0.000
H42 3.22 3.97 3.72  0.000
H43 1.32 3.80 2.17  0.000
H44 -1.11 1.87 4.28  0.000
H45 -2.99 2.74 5.59  0.000
H46 -5.00 3.63 4.45  0.000
H47 -5.10 3.64 1.97  0.000
H48 -3.21 2.80 0.67  0.000

Total charge: 0
Spin multiplicity: 2
Energy in Ha: -4793.67851

# 6
Formula: C17H36FO9PS
Source: the OMol25 dataset
Level of theory: the ωB97M-V functional and the def2-TZVPD basis

Each line ends with the natural charge from an NBO analysis.
CARTESIAN COORDINATES (ANGSTROEM)
C1 4.39 -2.27 2.89  -0.611
C2 4.77 -0.84 2.48  -0.446
C3 3.77 0.21 2.93  0.189
F1 3.85 0.41 4.29  -0.350
C4 3.82 1.54 2.12  0.477
O1 2.85 1.39 1.12  -0.540
C5 1.73 2.29 1.18  -0.068
C6 0.73 2.02 2.32  -0.246
C7 0.39 3.35 3.02  -0.610
C8 -0.53 1.29 1.83  -0.218
C9 -0.17 -0.10 1.26  -0.614
C10 -1.46 1.09 3.03  -0.603
C11 5.14 1.90 1.35  -0.128
O2 5.67 3.13 1.94  -0.687
S1 5.09 3.19 3.40  2.565
O3 5.79 2.23 4.19  -0.911
O4 5.00 4.50 3.90  -0.882
O5 3.64 2.66 2.98  -0.691
H1 3.41 -2.33 3.36  0.213
H2 4.43 -2.93 2.02  0.213
H3 5.13 -2.66 3.59  0.219
H4 5.76 -0.55 2.83  0.225
H5 4.81 -0.79 1.38  0.209
H6 2.77 -0.19 2.75  0.175
H7 1.22 2.14 0.22  0.199
H8 2.06 3.33 1.17  0.186
H9 1.21 1.39 3.07  0.207
H10 0.00 3.16 4.02  0.217
H11 1.29 3.96 3.09  0.218
H12 -0.34 3.93 2.45  0.202
H13 -1.05 1.88 1.07  0.200
H14 -0.35 -0.17 0.19  0.216
H15 -0.78 -0.88 1.73  0.209
H16 0.87 -0.38 1.46  0.203
H17 -2.17 0.28 2.87  0.210
H18 -0.85 0.79 3.89  0.198
H19 -1.96 2.01 3.33  0.211
H20 4.84 2.21 0.35  0.226
H21 5.94 1.17 1.36  0.215
O6 -2.76 -2.45 -4.51  -1.088
P1 -3.26 -1.57 -3.44  2.547
O7 -3.93 -0.24 -4.02  -0.805
C12 -4.88 -0.32 -5.08  -0.068
C13 -6.23 -0.84 -4.59  -0.637
O8 -2.00 -0.91 -2.70  -0.823
C14 -0.66 -1.24 -3.06  -0.056
C15 -0.12 -0.27 -4.09  -0.631
O9 -4.08 -1.85 -2.11  -0.791
C16 -4.92 -3.00 -1.88  -0.055
C17 -4.39 -4.28 -2.51  -0.653
H22 -4.50 -0.95 -5.88  0.193
H23 -4.99 0.69 -5.47  0.189
H24 -6.16 -1.89 -4.32  0.197
H25 -6.98 -0.74 -5.38  0.222
H26 -6.56 -0.28 -3.72  0.218
H27 -0.59 -2.27 -3.42  0.192
H28 -0.07 -1.18 -2.15  0.176
H29 -0.80 -0.18 -4.94  0.219
H30 0.85 -0.60 -4.46  0.211
H31 0.00 0.72 -3.66  0.206
H32 -5.93 -2.78 -2.24  0.175
H33 -4.98 -3.11 -0.80  0.192
H34 -4.38 -4.21 -3.60  0.232
H35 -5.03 -5.12 -2.23  0.222
H36 -3.37 -4.48 -2.17  0.219

Total charge: 0
Spin multiplicity: 1
Energy in Ha: -2185.96192

# 7
Formula: C5H8N
Source: the OMol25 dataset
Level of theory: the ωB97M-V functional and the def2-TZVPD basis

Each line ends with the natural charge from an NBO analysis.
CARTESIAN COORDINATES (ANGSTROEM)
C1 3.18 0.22 -0.18  -0.321
C2 1.75 -0.16 0.05  0.120
C3 -1.12 -0.08 0.66  -0.033
C4 0.24 -0.40 0.39  0.017
C5 -1.74 1.14 -0.03  -0.674
N1 -0.71 -1.32 -0.11  -0.565
H1 3.99 -0.24 0.34  0.251
H2 3.44 0.53 -1.13  0.236
H3 -1.73 -0.48 1.57  0.261
H4 -2.09 0.79 -1.00  0.242
H5 -0.99 1.91 -0.47  0.265
H6 -2.64 1.68 0.45  0.279
H7 -0.84 -2.09 0.62  0.452
H8 -0.72 -1.50 -1.16  0.470

Total charge: +1
Spin multiplicity: 1
Energy in Ha: -249.56610

# 8
Formula: C2H3N
Source: the OMol25 dataset
Level of theory: the ωB97M-V functional and the def2-TZVPD basis

Each line ends with the natural charge from an NBO analysis.
CARTESIAN COORDINATES (ANGSTROEM)
C1 0.13 0.47 0.07  -0.721
C2 -0.26 -0.92 -0.13  0.283
N1 -0.56 -2.01 -0.30  -0.324
H1 1.15 0.52 0.43  0.254
H2 -0.51 0.94 0.81  0.254
H3 0.06 1.00 -0.87  0.254

Total charge: 0
Spin multiplicity: 1
Energy in Ha: -132.75163